1:
Here is C3H3N3 in the gas phase from the Open Molecules 2025 dataset. Energies are from wB97M-V/def2-TZVPD.

Its orbital gap is 0.413 hartree.

ORCA input file:
```
! RIJCOSX wB97M-V def2-TZVPD def2/J DEFGRID3
* xyz 0 1
N -0.84737 -0.87983 -0.15662
C -0.00680 0.20002 0.40956
C 1.32593 -0.21820 -0.02231
N 2.25973 -0.75650 -0.43591
C -0.40803 1.55569 -0.06293
N -0.77665 2.59356 -0.41703
H -0.71616 -1.76832 0.32154
H -0.67435 -1.04252 -1.15253
H -0.03756 0.27319 1.51781
*
```

=====

2:
Here is C3H3N3 in the gas phase from the Open Molecules 2025 dataset. Energies are from wB97M-V/def2-TZVPD.

Its orbital gap is 0.427 hartree.

ORCA input file:
```
! RIJCOSX wB97M-V def2-TZVPD def2/J DEFGRID3
* xyz 0 1
N 1.25847 0.02248 -0.32680
C -0.04948 0.30764 0.22697
C -0.89099 0.93151 -0.81604
N -1.52133 1.41570 -1.65390
C -0.76441 -0.86071 0.81087
N -1.26937 -1.78905 1.27975
H 1.90406 -0.26107 0.40128
H 1.20665 -0.71609 -1.02098
H 0.07120 1.04237 1.03213
*
```

=====

3:
Here is 2 unconnected molecules or ions with the total composition C3H3N3 from the Open Molecules 2025 dataset. Energies are from wB97M-V/def2-TZVPD.

Its orbital gap is 0.321 hartree.

ORCA input file:
```
! RIJCOSX wB97M-V def2-TZVPD def2/J DEFGRID3
* xyz 0 1
C 0.09880 1.59759 -0.19922
C -1.78684 0.23505 0.17897
C 0.87637 -0.99250 0.14280
N 0.71719 2.49114 -0.57220
N -2.84814 -0.10730 0.20302
N -0.48716 0.45641 0.01890
H 0.45230 -1.79460 0.68504
H 1.16674 -1.31949 -0.84302
H 1.81074 -0.56630 0.38571
*
```

=====

Question: which arrangement is favored energetically? Ranking from most to least stable: 2, 1, 3.

=====

1:
Here is a molecular structure, C5H8S from the Open Molecules 2025 dataset. Energies are from wB97M-V/def2-TZVPD.

Its orbital gap is 0.318 hartree.

ORCA input file:
```
! RIJCOSX wB97M-V def2-TZVPD def2/J DEFGRID3
* xyz 0 1
C 2.70542 -0.62094 -0.19609
C 1.30305 -0.46823 0.14970
C 0.14914 -0.10892 0.14952
C -1.36104 0.04036 0.35061
C -1.61926 1.36309 -0.27009
H 3.35232 -1.19962 0.44914
H 2.96752 0.42164 -0.38619
H 2.80072 -0.94758 -1.39393
H -1.66737 0.24221 1.46973
H -0.94308 1.88142 0.66437
H -0.97532 1.44183 -1.35407
H -2.89977 1.54230 -0.56433
H -1.74372 -2.18596 1.21801
S -2.06862 -1.40162 -0.28639
*
```

=====

2:
Here is C5H8S in the gas phase from the Open Molecules 2025 dataset. Energies are from wB97M-V/def2-TZVPD.

Its orbital gap is 0.335 hartree.

ORCA input file:
```
! RIJCOSX wB97M-V def2-TZVPD def2/J DEFGRID3
* xyz 0 1
C 1.79973 -1.22196 -0.01118
C 1.04837 0.05744 0.15839
C 1.69794 1.05042 -0.39036
C -0.15282 0.18644 0.87565
C -1.07268 1.13309 0.07811
H 0.97589 -1.96969 -0.34941
H 2.24567 -1.59204 1.04976
H 2.56902 -1.19265 -0.73036
H 1.57881 2.26805 -0.12367
H 2.67727 1.10383 -0.97343
H -0.29931 0.00714 1.92450
H -1.69252 2.02854 0.56272
H -0.71356 1.63500 -0.99621
S -1.70403 -0.59505 -0.28922
*
```

=====

Question: which arrangement is favored energetically? Ranking from most to least stable: 2, 1.

=====

1:
Here is C5H8S in the gas phase from the Open Molecules 2025 dataset. Energies are from wB97M-V/def2-TZVPD.

Its orbital gap is 0.345 hartree.

ORCA input file:
```
! RIJCOSX wB97M-V def2-TZVPD def2/J DEFGRID3
* xyz 0 1
C 2.81141 -0.13568 -0.16479
C 1.55586 0.52913 0.29767
C 0.37316 0.26342 -0.17200
C -2.14740 0.01727 0.41505
C -3.32684 -0.29557 -0.14276
H 3.64972 0.60960 -0.09463
H 3.17247 -0.83117 0.66746
H 2.55940 -0.62033 -1.14383
H 1.44656 1.32091 1.03603
H 0.17088 -0.54417 -0.89348
H -1.74629 -0.58420 1.20689
H -3.84885 -1.20474 0.19006
H -3.63960 0.18910 -1.10266
S -1.03047 1.28642 -0.09902
*
```

=====

2:
Here is C5H8S in the gas phase from the Open Molecules 2025 dataset. Energies are from wB97M-V/def2-TZVPD.

Its orbital gap is 0.372 hartree.

ORCA input file:
```
! RIJCOSX wB97M-V def2-TZVPD def2/J DEFGRID3
* xyz 0 1
C 2.14289 1.02730 0.03073
C 1.64250 -0.42599 -0.23325
C 0.24243 -0.67299 -0.17375
C -0.96260 -0.67358 -0.02497
C -2.40650 -0.85978 0.10529
H 3.20560 1.08752 -0.14208
H 1.81716 1.38375 1.02456
H 1.74663 1.72840 -0.74088
H 2.10439 -0.73931 -1.23687
H 2.19239 -1.02146 0.52992
H -2.66624 -1.59049 -0.71807
H -2.63716 -1.37780 1.10281
H -2.97574 1.51729 0.69870
S -3.44574 0.61712 -0.22212
*
```

=====

Question: which arrangement is favored energetically? Ranking from most to least stable: 1, 2.

=====

1:
Here is C5H8S in the gas phase from the Open Molecules 2025 dataset. Energies are from wB97M-V/def2-TZVPD.

Its orbital gap is 0.313 hartree.

ORCA input file:
```
! RIJCOSX wB97M-V def2-TZVPD def2/J DEFGRID3
* xyz 0 1
C -0.87810 -0.98865 -0.05099
C 1.51902 0.24224 -0.51741
C -1.51186 0.24032 0.51581
C -1.42909 0.04717 -0.96797
C 2.48354 0.95618 0.02478
S 0.93304 -1.26208 0.08002
H -1.38183 -1.94141 0.04490
H -2.47099 0.12995 1.00275
H -0.86698 0.98225 0.96124
H -0.70001 0.64629 -1.49639
H -2.32225 -0.17970 -1.52754
H 2.81108 1.84492 -0.49522
H 3.01191 0.75119 0.95239
H 0.80252 -1.46867 1.47361
*
```

=====

2:
Here is C5H8S in the gas phase from the Open Molecules 2025 dataset. Energies are from wB97M-V/def2-TZVPD.

Its orbital gap is 0.336 hartree.

ORCA input file:
```
! RIJCOSX wB97M-V def2-TZVPD def2/J DEFGRID3
* xyz 0 1
C -1.16938 -1.11794 -0.78378
C -1.81065 -0.71948 0.55398
C -0.53520 -0.10764 0.13008
C 1.63598 1.15684 -0.31298
C 0.85859 0.09861 0.55780
S -1.98326 1.01286 0.20416
H -0.54009 -2.02027 -0.79635
H -1.74123 -0.94809 -1.64151
H -2.23032 -0.90216 1.54509
H 0.78305 1.73917 -0.69742
H 2.21832 0.56318 -1.03727
H 2.35533 1.68582 0.22662
H 0.84925 0.38031 1.53538
H 1.30960 -0.82121 0.51618
*
```

=====

Question: which arrangement is favored energetically? Ranking from most to least stable: 2, 1.